Entry i
DFT (the ωB97M-V functional and the def2-TZVPD basis) results for the molecule C6H8OS.

Geometry as XYZ:
```
16
Properties=species:S:1:pos:R:3:lowdin_charge:R:1
H 1.405 -2.829 -0.609 0.053
H 2.537 -0.727 -1.051 0.095
H 2.318 0.983 0.748 0.104
C -0.922 0.874 -0.284 -0.494
C 1.077 -1.905 -0.171 0.025
H -2.508 1.734 -0.931 0.103
H 0.361 2.241 0.857 0.145
S -2.666 -1.300 -0.016 0.697
C -1.600 -0.221 0.560 -0.600
O -1.753 2.003 -0.382 -0.020
H -0.744 0.373 -1.231 0.133
C 1.456 0.497 0.320 -0.125
H -1.354 -0.245 1.629 0.068
H 0.292 -1.983 0.624 0.062
C 1.728 -0.750 -0.352 -0.175
C 0.372 1.256 0.290 -0.070
```

Output
LUMO = -0.01751 Ha
total charge = 0
SMILES string = C=C/C=C\[C@H](O)C=S
HOMO energy = -8.9 eV

***

Entry ii
DFT (the ωB97M-V functional and the def2-TZVPD basis) results for the molecule C6H8OS.

Geometry as XYZ:
```
16
Properties=species:S:1:pos:R:3:lowdin_charge:R:1
H 1.799 -0.450 -2.696 0.098
C -1.208 1.742 -0.155 -0.291
C 0.076 -0.224 -1.130 -0.308
H 2.079 -0.438 -0.525 0.148
H -0.117 -2.400 0.386 0.085
O -1.994 1.849 0.737 0.049
C 0.036 0.864 -0.081 -0.494
H 0.877 1.559 -0.161 0.121
H 0.402 -1.592 -2.778 0.088
C 0.962 -0.903 -2.187 0.008
H -1.201 2.376 -1.077 0.134
H 1.566 -2.143 1.057 0.081
C 0.699 -1.699 0.558 -0.404
H -0.853 -0.777 -1.038 0.136
S 0.059 -0.190 1.439 0.920
C 1.178 -1.094 -0.688 -0.371
```

Output
LUMO = 0.03103 Ha
total charge = 0
SMILES string = O=C[C@H]1SC[C@H]2C[C@@H]21
HOMO energy = -8.9 eV

***

Entry iii
DFT (the ωB97M-V functional and the def2-TZVPD basis) results for a structure of composition C6H8OS.

Geometry as XYZ:
```
16
Properties=species:S:1:pos:R:3:lowdin_charge:R:1
C 0.752 0.013 0.092 -0.764
H -1.205 2.283 -0.632 0.049
C -0.226 -0.228 -0.986 -0.264
C -0.794 -1.634 -0.507 -0.045
H 0.356 -1.080 2.058 0.137
H -2.129 -1.025 1.294 0.127
H -0.269 0.615 2.038 0.152
O -1.437 1.777 0.094 -0.003
C -1.570 0.418 -0.452 -0.206
H -1.588 -2.028 -1.095 0.095
C -0.041 -0.295 1.346 -0.160
S 2.375 0.235 -0.111 0.692
H -2.390 0.251 -1.159 0.151
C -1.353 -0.688 0.632 -0.234
H -0.061 -2.393 -0.191 0.124
H 0.183 -0.109 -2.034 0.148
```

Output
LUMO = 0.00030 Ha
total charge = 0
HOMO energy = -8.5 eV

***

Which is the most stable structure? entry iii is the most stable.

***

Entry i
DFT (the ωB97M-V functional and the def2-TZVPD basis) results for a structure of composition C3H9O3.

Geometry as XYZ:
```
15
Properties=species:S:1:pos:R:3:lowdin_charge:R:1
C 0.632 -0.729 -0.170 -0.418
H 0.742 -1.651 -0.695 0.083
H 2.505 -0.081 0.546 -0.032
H 3.132 0.834 -0.740 -0.078
H 0.953 0.017 -0.884 0.089
C -1.492 0.729 -0.287 -0.217
H -1.450 -1.503 -0.062 0.104
O -2.906 0.675 0.091 -0.100
H -0.905 -0.703 1.164 0.063
C -0.853 -0.616 0.148 -0.192
O 3.506 0.380 0.022 -0.337
O 1.442 -0.553 0.911 -0.230
H -1.498 0.819 -1.375 0.105
H -0.989 1.563 0.349 0.149
H -2.816 0.818 0.983 0.012
```

Output
LUMO = 0.13244 Ha
total charge = -1
HOMO energy = -3.7 eV

***

Entry ii
DFT (the ωB97M-V functional and the def2-TZVPD basis) results for a cluster of 2 separate species, C3H9O3 in total.

Geometry as XYZ:
```
15
Properties=species:S:1:pos:R:3:lowdin_charge:R:1
C -1.905 0.793 0.438 -0.377
O -2.081 0.598 1.839 -0.093
H -0.285 1.361 -0.731 0.100
C -0.375 -0.708 -0.505 -0.480
C -0.496 0.693 0.108 -0.258
H -2.331 1.782 0.047 0.120
H 3.506 0.463 -1.430 -0.019
H 0.143 1.098 0.922 0.127
H -1.820 -0.348 1.965 0.090
O 3.532 -0.428 -1.037 -0.231
O 0.945 -1.011 -0.668 -0.349
H -0.944 -0.630 -1.510 0.112
H -2.444 0.155 -0.280 0.095
H -0.840 -1.409 0.306 0.105
H 2.509 -0.414 -0.609 0.056
```

Output
LUMO = 0.14316 Ha
total charge = -1
HOMO energy = -3.1 eV

***

Entry iii
DFT (the ωB97M-V functional and the def2-TZVPD basis) results for a cluster of 2 separate species, C3H9O3 in total.

Geometry as XYZ:
```
15
Properties=species:S:1:pos:R:3:lowdin_charge:R:1
H 0.740 -1.916 0.766 0.065
O -0.211 1.287 -1.289 -0.062
H 0.279 1.080 1.646 0.099
H 1.505 1.363 -0.166 0.100
O 0.255 -1.526 2.619 -0.273
C 0.038 0.293 0.858 -0.166
O -2.424 -0.081 -1.761 -0.058
H 0.087 1.359 -2.114 0.012
H -1.860 0.494 -1.253 -0.020
H -1.919 -0.752 -2.159 -0.002
H 1.847 -0.770 1.782 0.062
H -0.980 -0.126 0.685 0.092
C 0.691 0.689 -0.397 -0.364
C 0.821 -1.157 1.588 -0.588
H 1.130 -0.235 -0.804 0.103
```

Output
LUMO = 0.13011 Ha
total charge = -1
HOMO energy = -2.3 eV

***

Which is the most stable structure? entry i is the most stable.

***

Entry i
DFT (the ωB97M-V functional and the def2-TZVPD basis) results for a cluster of 5 separate species, CH14NO4 in total.

Geometry as XYZ:
```
20
Properties=species:S:1:pos:R:3:lowdin_charge:R:1
O 1.989 -1.270 0.041 -0.039
H 0.487 0.171 -0.470 0.119
O 4.786 3.573 -3.963 -0.064
H -1.491 2.366 0.017 0.102
N -0.457 0.587 -0.454 0.113
O -4.981 -4.014 2.792 -0.041
H 2.045 -1.996 0.696 0.074
H -0.639 0.698 -1.456 0.174
H -0.281 1.866 1.271 0.102
C -0.532 1.896 0.221 -0.021
H 5.620 3.291 -3.577 0.033
O -0.935 -1.773 0.664 -0.043
H -1.676 -2.360 0.923 0.099
H 0.137 2.561 -0.324 0.102
H -4.530 -3.633 3.516 0.004
H -5.797 -3.524 2.667 0.038
H -1.002 -0.218 -0.069 0.108
H 4.609 4.505 -3.813 0.031
H 2.787 -0.768 0.128 0.048
H -0.140 -1.957 1.188 0.060
```

Output
LUMO = -0.12031 Ha
total charge = +1
HOMO energy = -13.5 eV

***

Entry ii
DFT (the ωB97M-V functional and the def2-TZVPD basis) results for a cluster of 5 separate species, CH14NO4 in total.

Geometry as XYZ:
```
20
Properties=species:S:1:pos:R:3:lowdin_charge:R:1
O 1.134 -1.201 1.715 -0.060
H -0.832 1.334 1.896 0.049
C -0.702 -1.719 -1.598 -0.003
H 0.797 -1.833 2.351 0.060
H -0.158 -1.329 0.451 0.099
O 2.283 1.319 -1.447 -0.039
H -1.184 0.587 3.284 0.082
H 0.301 2.278 -0.391 0.056
H 2.010 2.093 -1.932 0.031
H -0.864 -2.782 -1.489 0.099
H -1.214 2.493 -0.656 0.078
H 0.282 -1.437 -1.981 0.102
H -1.377 -1.285 -2.322 0.093
H -0.659 0.023 -0.416 0.089
O -0.788 0.502 2.404 -0.057
O -0.567 1.861 -0.340 -0.031
H 3.226 1.441 -1.426 0.045
H 0.835 -0.320 2.027 0.033
H -1.719 -1.038 0.166 0.160
N -0.805 -0.989 -0.293 0.115
```

Output
LUMO = -0.11259 Ha
total charge = +1
HOMO energy = -15.2 eV

***

Which is the most stable structure? entry ii is the most stable.

***

Entry i
DFT (the ωB97M-V functional and the def2-TZVPD basis) results for a cluster of 2 separate species, C4H12N2 in total.

Geometry as XYZ:
```
18
Properties=species:S:1:pos:R:3:lowdin_charge:R:1
H -0.228 -0.653 0.929 0.055
C 1.774 0.114 -3.389 -0.135
H -1.510 -1.719 1.427 0.072
N 0.489 1.760 -2.139 -0.041
H 2.350 -0.137 -4.274 0.017
C -0.913 -0.868 1.744 -0.507
H 0.509 -2.232 2.718 0.044
H -0.130 2.486 -2.414 -0.014
H 0.991 1.817 -4.224 0.073
H -2.596 -0.128 2.602 0.031
H 2.012 -0.480 -2.522 0.012
H -0.044 1.070 -1.607 0.027
C 1.092 1.263 -3.301 -0.443
H -1.511 1.097 2.316 0.018
H 0.497 -0.594 3.415 0.042
H -0.809 -1.629 3.756 0.041
C -0.120 -1.368 2.959 -0.221
N -1.852 0.200 2.004 -0.071
```

Output
LUMO (spin up / spin down) = 0.14586 / 0.15082 Ha
2S+1 = 2
total charge = -1
HOMO energy (spin up / spin down) = 1.4 / -4.9 eV

***

Entry ii
DFT (the ωB97M-V functional and the def2-TZVPD basis) results for the ion C4H12N2 with charge -1.

Geometry as XYZ:
```
18
Properties=species:S:1:pos:R:3:lowdin_charge:R:1
H -1.680 1.777 0.173 0.053
N 0.472 -0.092 0.855 -0.086
H -1.320 1.316 -1.462 0.051
H -0.198 -1.871 -0.055 0.029
C -0.274 -0.805 -0.187 -0.421
H 0.111 -0.293 1.782 0.048
C 1.902 -0.348 0.826 -0.484
H 2.754 0.176 -0.970 0.018
H -2.212 -0.655 0.741 0.056
H -2.211 -1.030 -0.940 0.052
H 0.140 -0.448 -1.133 0.080
N 2.614 0.568 -0.052 -0.025
C -1.958 1.068 -0.611 -0.198
C -1.747 -0.380 -0.200 -0.399
H 2.129 -1.349 0.440 0.069
H 2.168 1.469 -0.122 0.045
H -2.992 1.216 -0.921 0.038
H 2.301 -0.317 1.837 0.074
```

Output
LUMO (spin up / spin down) = 0.15909 / 0.15834 Ha
2S+1 = 2
total charge = -1
HOMO energy (spin up / spin down) = 1.6 / -5.1 eV

***

Which is the most stable structure? entry ii is the most stable.

***

Entry i
DFT (the ωB97M-V functional and the def2-TZVPD basis) results for a cluster of 2 separate species, C10H15N2 in total.

Geometry as XYZ:
```
27
Properties=species:S:1:pos:R:3:lowdin_charge:R:1
H 1.341 -1.614 -1.490 0.172
C -2.401 -1.490 1.593 -0.133
H 3.389 0.159 -1.623 0.122
H -0.266 -2.431 -0.626 0.121
H -2.986 0.511 1.963 0.127
H 2.443 0.553 -3.059 0.108
H -1.817 1.560 0.163 0.145
C 0.493 -0.029 2.463 0.000
C -1.761 0.429 0.273 -0.020
N -1.590 -2.227 0.902 0.106
H 1.671 1.432 1.446 0.068
C 0.398 0.139 -1.106 -0.213
C 2.550 -0.199 -2.264 -0.023
H -2.937 -1.866 2.453 0.134
H 3.016 -1.033 -2.759 0.095
H -0.997 1.646 -1.761 0.153
H -0.596 -0.225 2.592 0.054
C -0.795 -1.698 -0.022 -0.044
H 1.231 -0.646 3.009 0.086
N 1.332 -0.590 -1.613 0.098
H 0.264 2.185 -0.650 0.071
H 0.475 1.893 -2.302 0.052
C -2.508 -0.174 1.279 -0.064
C 0.106 1.552 -1.442 0.026
C -0.691 -0.304 -0.329 -0.201
C 0.749 0.915 1.559 -0.093
H -0.113 1.551 1.348 0.053
```

Output
LUMO = -0.18926 Ha
total charge = +1
HOMO energy = -13.0 eV

***

Entry ii
DFT (the ωB97M-V functional and the def2-TZVPD basis) results for the ion C10H15N2 with charge +1.

Geometry as XYZ:
```
27
Properties=species:S:1:pos:R:3:lowdin_charge:R:1
C -2.612 1.123 0.525 -0.056
H 3.326 0.826 -0.034 0.077
H 2.901 -1.768 0.280 0.079
N 0.960 -0.624 0.461 -0.015
H 0.444 3.323 -0.187 0.060
H -2.518 1.994 1.155 0.122
H -3.055 -2.078 -1.492 0.125
H -4.494 0.792 1.384 0.122
H 1.290 -0.247 1.425 0.194
C 2.413 1.443 0.103 -0.061
C 1.824 -1.847 0.301 -0.038
C 1.199 0.628 -0.479 -0.169
H 1.539 -2.588 1.123 0.121
N -0.396 2.777 -0.204 0.191
H 2.604 2.412 -0.463 0.108
C -3.784 0.481 0.635 -0.065
H -1.090 -0.738 -1.676 0.074
C -0.310 1.541 -0.358 -0.211
H -0.076 -0.893 0.437 0.148
C -2.967 -1.176 -0.861 -0.065
H -4.995 -1.098 -0.328 0.136
C -1.733 -0.560 -0.930 -0.060
H 1.243 0.306 -1.565 0.153
C -1.535 0.652 -0.188 -0.189
C -3.990 -0.692 -0.060 -0.049
H 2.273 1.576 1.251 0.119
H 1.635 -2.386 -0.763 0.149
```

Output
LUMO = -0.11525 Ha
total charge = +1
SMILES string = [H]/N=C(/c1ccccc1)[C@@H](C)[NH2+]C
HOMO energy = -12.8 eV

***

Entry iii
DFT (the ωB97M-V functional and the def2-TZVPD basis) results for a cluster of 2 separate species, C10H15N2 in total.

Geometry as XYZ:
```
27
Properties=species:S:1:pos:R:3:lowdin_charge:R:1
H -3.267 -0.963 -0.157 0.068
C 1.837 2.026 0.248 -0.047
H 2.689 1.531 -0.061 0.038
H 3.372 -1.406 0.508 0.131
H 3.223 -0.649 1.779 0.129
H -3.282 -0.986 -2.593 0.096
H 0.383 0.822 2.629 0.107
H 0.319 1.464 -2.683 0.117
H 2.047 2.585 1.164 0.087
H 2.572 -3.476 1.630 0.085
H 1.540 2.891 -0.283 0.075
C -2.489 -0.655 -0.711 -0.011
N -1.066 -0.039 1.368 0.039
C -0.379 0.895 -2.042 -0.042
C -2.484 -0.515 -2.060 -0.083
C -1.415 0.247 -2.742 -0.058
N 2.734 -1.288 1.228 0.174
C 2.213 -2.515 1.984 -0.031
C -1.334 -0.013 -0.053 -0.120
H -1.822 -0.336 1.992 0.164
H -1.694 0.418 -3.879 0.141
C -0.340 0.868 -0.639 -0.184
C -0.032 0.781 1.644 -0.060
H 2.297 -2.465 3.107 0.112
C 0.614 1.135 0.334 -0.234
H 1.735 -0.881 0.945 0.178
H 1.071 -2.785 1.942 0.132
```

Output
LUMO = -0.12338 Ha
total charge = +1
HOMO energy = -11.0 eV

***

Which is the most stable structure? entry ii is the most stable.

***

Entry i
DFT (the ωB97M-V functional and the def2-TZVPD basis) results for a cluster of 2 separate species, C4H3O3 in total.

Geometry as XYZ:
```
10
Properties=species:S:1:pos:R:3:lowdin_charge:R:1
C -0.315 -1.310 0.891 -0.243
O -3.569 0.938 0.157 0.059
H -0.040 -2.487 0.831 0.083
C -0.079 -0.396 -0.186 -0.446
O 1.141 0.018 -0.663 -0.014
C -1.397 -0.597 -0.010 0.046
H -0.162 -1.049 1.898 0.013
O -4.057 -1.197 -0.249 0.086
C -3.519 -0.188 -0.146 -0.675
H 1.680 0.262 0.110 0.091
```

Output
LUMO = 0.13764 Ha
total charge = -1
HOMO energy = -3.5 eV

***

Entry ii
DFT (the ωB97M-V functional and the def2-TZVPD basis) results for the ion C4H3O3 with charge -1.

Geometry as XYZ:
```
10
Properties=species:S:1:pos:R:3:lowdin_charge:R:1
C 0.166 -0.851 -0.339 -0.007
O -3.529 -0.874 0.297 -0.080
O 0.617 1.809 0.380 0.022
C -0.138 0.680 0.098 -0.282
C -1.250 0.035 -0.003 -0.015
H 0.393 -1.608 0.373 0.020
C -2.805 0.127 0.056 -0.694
H 0.467 -1.075 -1.347 0.027
H 0.017 2.551 0.271 0.092
O -3.030 1.332 -0.226 -0.083
```

Output
LUMO = 0.13424 Ha
total charge = -1
SMILES string = O=C([O-])C1=C(O)C1
HOMO energy = -4.0 eV

***

Which is the most stable structure? entry ii is the most stable.

***

Entry i
DFT (the ωB97M-V functional and the def2-TZVPD basis) results for the molecule CN2O3S.

Geometry as XYZ:
```
7
Properties=species:S:1:pos:R:3:lowdin_charge:R:1
O 2.349 -0.652 -0.209 0.040
C -1.589 -0.363 -0.100 -0.261
N -2.394 -1.124 0.151 0.126
O 0.115 0.777 1.403 -0.304
N 1.186 -0.949 -0.303 0.003
O 0.322 1.694 -0.928 -0.288
S 0.011 0.618 -0.014 0.685
```

Output
LUMO (spin up / spin down) = -0.08534 / -0.08532 Ha
total charge = 0
SMILES string = N#CS(=O)(=O)N=O
HOMO energy (spin up / spin down) = -10.8 / -10.8 eV

***

Entry ii
DFT (the ωB97M-V functional and the def2-TZVPD basis) results for a structure of composition CN2O3S.

Geometry as XYZ:
```
7
Properties=species:S:1:pos:R:3:lowdin_charge:R:1
O 2.103 -0.428 0.123 0.111
N 1.135 0.232 -0.178 -0.491
O 1.028 1.353 -0.584 0.114
N -1.130 0.307 1.166 0.055
S -0.714 -1.388 -1.345 0.795
O -2.282 0.319 1.032 0.057
C -0.141 -0.395 -0.215 -0.642
```

Output
LUMO (spin up / spin down) = -0.07218 / -0.07221 Ha
total charge = 0
HOMO energy (spin up / spin down) = -9.4 / -9.4 eV

***

Which is the most stable structure? entry i is the most stable.

***

Entry i
DFT (the ωB97M-V functional and the def2-TZVPD basis) results for the molecule C5H5FIN.

Geometry as XYZ:
```
13
Properties=species:S:1:pos:R:3:lowdin_charge:R:1
H -1.952 -0.825 -1.061 0.004
I -1.025 1.463 -2.508 0.883
C -1.479 -1.108 -0.166 -0.060
N 0.427 -0.265 1.054 0.032
C -0.463 -0.101 0.063 -0.475
F 2.260 1.992 -0.820 0.083
C 1.525 0.539 0.903 -0.060
H 0.271 -1.119 1.676 0.198
H 2.196 0.788 1.668 0.107
H -0.899 -2.045 -0.323 0.106
H -2.246 -1.317 0.625 0.102
C 0.022 0.764 -0.861 -0.618
C 1.363 1.234 -0.250 -0.302
```

Output
LUMO = 0.02192 Ha
total charge = 0
SMILES string = Cc1[nH]cc(F)c1I
HOMO energy = -8.4 eV

***

Entry ii
DFT (the ωB97M-V functional and the def2-TZVPD basis) results for the molecule C5H5FIN.

Geometry as XYZ:
```
13
Properties=species:S:1:pos:R:3:lowdin_charge:R:1
C -1.421 -1.730 0.026 -0.102
C 0.119 1.627 -0.058 -0.075
C 1.507 1.258 0.013 -0.472
F 2.433 2.234 0.050 0.027
H -2.077 -1.267 0.866 0.096
H -0.836 -2.688 0.224 0.099
H -2.023 -1.638 -0.967 0.109
N -0.679 0.572 -0.103 -0.065
C -0.413 -0.684 -0.325 -0.114
H -0.273 2.681 0.026 0.144
C 1.838 0.010 0.465 -0.603
H -1.643 0.670 -0.192 0.127
I 3.468 -1.045 -0.024 0.829
```

Output
LUMO = -0.01606 Ha
total charge = 0
HOMO energy = -7.4 eV

***

Which is the most stable structure? entry i is the most stable.